Entry 1:
Molecular formula: C38H31CoGeIN3O5S
Method: DFT, ωB97M-V/def2-TZVPD

Geometry (Å):
Co  9.563  14.318  9.062
C  13.074  12.373  6.500
C  13.026  13.856  6.636
N  14.009  14.478  5.939
C  14.031  15.784  5.909
C  13.056  16.609  6.522
C  13.424  18.060  6.355
O  12.403  18.984  6.640
C  11.941  15.992  7.134
C  10.815  16.716  7.628
N  9.652  16.225  8.053
C  8.579  17.135  8.160
C  8.731  18.550  8.214
C  7.692  19.396  8.608
C  6.426  18.876  8.727
C  6.208  17.521  8.533
C  7.277  16.720  8.197
I  6.909  14.731  7.638
C  11.928  14.542  7.278
O  11.017  13.880  7.849
H  13.950  12.114  5.944
H  12.136  12.060  5.986
H  13.029  11.927  7.510
H  14.822  16.204  5.335
H  13.763  18.117  5.294
H  14.295  18.293  7.018
H  12.586  19.704  5.979
H  10.971  17.820  7.467
H  9.779  18.903  8.205
H  7.824  20.499  8.628
H  5.583  19.496  9.078
H  5.189  17.122  8.604
O  9.260  11.970  6.214
S  8.548  11.548  7.415
O  7.117  11.401  7.504
N  9.105  12.358  8.837
C  9.544  11.480  9.823
O  9.888  11.776  10.966
C  9.579  10.100  9.216
C  10.176  8.969  9.840
C  10.413  7.771  9.130
C  10.170  7.783  7.734
C  9.626  8.925  7.107
C  9.320  10.023  7.861
H  10.241  9.142  10.969
H  10.779  6.852  9.667
H  10.482  6.948  7.083
H  9.450  8.842  6.043
C  10.969  14.913  11.968
Ge  9.121  15.240  11.342
C  8.121  14.203  12.698
C  8.620  14.018  13.975
C  7.958  13.215  14.904
C  6.695  12.731  14.580
C  6.149  12.915  13.335
C  6.809  13.746  12.441
C  8.878  17.156  11.819
C  9.982  17.924  11.610
C  10.136  19.233  12.191
C  9.242  19.703  13.090
C  8.201  18.872  13.490
C  7.339  19.206  14.583
C  6.228  18.428  14.779
C  5.814  17.432  13.904
C  6.596  17.196  12.793
C  7.904  17.750  12.699
H  11.080  15.486  12.870
H  11.785  15.159  11.273
H  10.906  13.822  12.103
H  9.643  14.295  14.224
H  8.423  12.954  15.835
H  6.194  12.106  15.339
H  5.135  12.520  13.091
H  6.415  13.948  11.464
H  10.657  17.601  10.840
H  10.983  19.801  11.906
H  9.284  20.724  13.469
H  7.564  20.050  15.289
H  5.569  18.766  15.572
H  4.829  16.994  14.014
H  6.245  16.532  12.000

The HOMO-LUMO gap (alpha / beta) comes out at 6.04 / 4.19 eV. The lowest unoccupied orbital energy (alpha / beta) is -4.339 / -6.311 eV. The spin multiplicity is 6. Its energy above the lowest of the compared OMol25 structures with the same formula, charge and spin is 2.105 eV. Its net charge is +1.

Entry 2:
Molecular formula: C24H50N2O2P2Zr
Method: DFT, ωB97M-V/def2-TZVPD

Geometry (Å):
Zr  0.207  0.288  -0.333
C  0.429  -1.880  -0.467
O  0.466  -3.057  -0.424
C  -0.983  1.807  0.718
O  -1.713  2.469  1.355
P  -2.071  -0.071  -1.587
C  -3.499  -0.801  -0.664
H  -4.337  -0.788  -1.381
C  -2.761  1.564  -2.163
H  -2.619  2.207  -1.272
C  -1.897  -1.234  -3.018
H  -1.689  -2.200  -2.521
C  3.736  -0.636  0.116
P  2.344  0.073  1.114
H  3.430  -0.495  3.122
H  3.439  -1.692  0.003
C  2.990  1.762  1.554
H  4.072  1.578  1.623
C  -1.921  2.140  -3.304
H  -2.123  1.635  -4.257
H  -0.840  2.117  -3.107
H  -2.204  3.194  -3.430
C  -4.259  1.572  -2.508
H  -4.478  2.505  -3.047
H  -4.893  1.568  -1.614
H  -4.551  0.734  -3.155
C  -3.189  -1.379  -3.828
H  -4.040  -1.712  -3.219
H  -3.024  -2.147  -4.597
H  -3.458  -0.456  -4.360
C  -0.704  -0.910  -3.924
H  -0.407  -1.836  -4.435
H  0.186  -0.545  -3.390
H  -0.957  -0.177  -4.700
C  -3.212  -2.249  -0.257
H  -3.386  -2.948  -1.087
H  -3.896  -2.538  0.554
H  -2.174  -2.379  0.088
C  -3.859  0.072  0.538
H  -3.013  0.128  1.236
H  -4.708  -0.384  1.068
H  -4.165  1.087  0.258
C  5.085  -0.572  0.848
H  5.036  -0.841  1.909
H  5.547  0.417  0.755
H  5.768  -1.279  0.357
C  3.858  -0.025  -1.281
H  4.193  1.020  -1.253
C  1.330  -0.616  3.633
H  2.938  -0.091  -1.881
H  4.626  -0.587  -1.828
C  2.657  -2.399  2.413
H  0.561  -1.395  3.567
H  1.701  -0.572  4.671
H  0.823  0.338  3.436
C  2.498  -0.892  2.681
H  2.479  -2.944  3.353
H  3.672  -2.647  2.077
H  1.945  -2.758  1.654
C  2.503  2.304  2.903
H  1.417  2.485  2.912
H  2.999  3.271  3.076
H  2.769  1.656  3.746
C  2.710  2.783  0.450
H  3.078  2.480  -0.538
H  3.239  3.708  0.715
H  1.639  3.034  0.373
H  -0.264  -0.415  1.351
H  -1.018  -0.558  0.833
C  -1.705  1.509  4.478
C  -2.045  0.136  4.071
N  -1.709  -0.571  2.997
C  -2.290  -1.818  3.134
C  -3.020  -1.858  4.299
N  -2.826  -0.624  4.890
H  -2.616  2.121  4.412
H  -1.362  1.494  5.519
H  -0.923  1.925  3.840
H  -2.181  -2.598  2.395
H  -3.613  -2.658  4.724
H  -3.209  -0.302  5.773

The HOMO-LUMO gap comes out at 2.83 eV. The lowest unoccupied orbital energy is -16.568 eV. Its net charge is +4.

Entry 3:
Molecular formula: C29H28N2O3S
Method: DFT, ωB97M-V/def2-TZVPD

Geometry (Å):
C  2.613  0.931  -2.884
C  1.375  0.230  -2.416
C  1.360  -0.593  -1.354
C  2.568  -0.878  -0.511
O  3.610  -1.305  -0.944
O  2.318  -0.592  0.754
C  3.317  -0.882  1.726
C  3.944  0.375  2.266
C  4.315  0.449  3.602
C  4.903  1.596  4.104
C  5.119  2.685  3.276
C  4.753  2.618  1.943
C  4.172  1.467  1.439
N  0.191  -1.220  -0.945
C  -0.291  -1.838  0.183
O  0.253  -2.313  1.137
C  -1.719  -1.873  -0.399
N  -2.804  -1.346  0.353
C  -4.113  -1.687  -0.200
C  -4.354  -1.124  -1.578
C  -4.033  -1.867  -2.708
C  -4.180  -1.327  -3.973
C  -4.650  -0.034  -4.125
C  -4.987  0.709  -3.008
C  -4.842  0.167  -1.743
C  -2.686  0.042  0.779
C  -1.472  0.267  1.638
C  -1.333  -0.431  2.832
C  -0.244  -0.202  3.651
C  0.709  0.737  3.294
C  0.579  1.432  2.106
C  -0.506  1.196  1.280
C  -1.067  -1.170  -1.645
S  -1.397  0.523  -2.209
C  0.139  0.559  -3.202
H  3.502  0.493  -2.443
H  2.691  0.861  -3.968
H  2.568  1.988  -2.621
H  2.809  -1.438  2.517
H  4.084  -1.517  1.262
H  4.142  -0.399  4.250
H  5.188  1.643  5.145
H  5.573  3.583  3.669
H  4.922  3.463  1.292
H  3.891  1.418  0.397
H  -1.972  -2.907  -0.659
H  -4.865  -1.314  0.499
H  -4.181  -2.779  -0.225
H  -3.674  -2.881  -2.596
H  -3.926  -1.917  -4.842
H  -4.759  0.390  -5.113
H  -5.362  1.715  -3.121
H  -5.116  0.750  -0.876
H  -3.578  0.255  1.378
H  -2.676  0.736  -0.073
H  -2.079  -1.163  3.103
H  -0.141  -0.754  4.574
H  1.556  0.926  3.938
H  1.326  2.160  1.823
H  -0.608  1.741  0.352
H  -1.078  -1.794  -2.545
H  0.202  1.572  -3.597
H  0.001  -0.132  -4.038

The HOMO-LUMO gap comes out at 8.99 eV. The lowest unoccupied orbital energy is 0.524 eV. Its energy above the lowest of the compared OMol25 structures with the same formula, charge and spin is 0.990 eV. As for the SMILES: CC1=C(C(=O)OCc2ccccc2)N2C(=O)[C@@H](N(Cc3ccccc3)Cc3ccccc3)[C@H]2SC1.